Entry 1:
C24H40Br8F12Fe2O8 as an isolated structure. Source: the Open Molecules 2025 dataset; level of theory: wB97M-V/def2-TZVPD.

Positions of all 94 atoms, in Å:
Fe: 5.43 13.05 -10.69
Fe: 2.34 12.27 -9.15
C: 4.67 11.19 -7.83
O: 3.29 11.31 -7.57
O: 4.64 11.93 -9.01
C: 5.51 11.79 -6.69
F: 6.55 12.51 -7.20
F: 4.84 12.62 -5.91
F: 6.10 10.84 -5.95
C: 2.60 10.84 -6.40
C: 1.11 11.14 -6.51
H: 0.50 10.72 -5.71
H: 0.84 12.19 -6.59
H: 0.72 10.53 -7.32
H: 2.87 11.43 -5.52
H: 2.76 9.78 -6.19
H: 4.80 10.14 -8.09
C: 1.35 10.34 -11.04
O: 2.76 10.35 -10.74
O: 0.90 11.23 -10.09
C: 1.02 10.54 -12.54
F: 1.67 9.54 -13.21
F: -0.25 10.35 -12.87
F: 1.39 11.75 -12.97
C: 3.55 9.18 -10.86
C: 4.77 9.54 -11.68
H: 4.49 9.57 -12.74
H: 5.18 10.49 -11.36
H: 5.49 8.73 -11.81
H: 3.02 8.29 -11.20
H: 3.90 8.92 -9.85
H: 1.01 9.35 -10.70
C: 8.25 11.08 -10.54
O: 9.15 11.61 -9.55
O: 7.47 12.15 -10.84
C: 9.06 10.47 -11.73
F: 9.79 9.46 -11.18
F: 8.25 9.84 -12.61
F: 9.78 11.31 -12.46
C: 9.62 10.73 -8.50
C: 9.96 11.65 -7.31
H: 9.17 12.30 -6.94
H: 10.32 11.04 -6.48
H: 10.76 12.35 -7.53
H: 10.43 10.06 -8.79
H: 8.79 10.06 -8.23
H: 7.60 10.30 -10.11
C: 3.31 14.52 -11.73
O: 4.50 13.93 -12.29
O: 3.27 13.83 -10.53
C: 3.30 16.05 -11.75
F: 3.86 16.46 -12.87
F: 2.02 16.49 -11.74
F: 3.94 16.59 -10.71
C: 4.54 13.77 -13.73
C: 5.41 12.51 -14.13
H: 4.94 11.58 -13.82
H: 5.38 12.38 -15.21
H: 6.44 12.55 -13.78
H: 4.88 14.65 -14.27
H: 3.60 13.54 -14.24
H: 2.47 14.11 -12.29
Br: 5.39 3.79 -10.04
C: 4.09 5.18 -10.68
C: 2.97 4.49 -11.47
Br: 2.08 5.85 -12.58
H: 4.67 5.95 -11.18
H: 3.72 5.46 -9.70
H: 2.19 4.03 -10.88
H: 3.43 3.83 -12.19
Br: -2.41 13.46 -11.82
C: -0.79 13.77 -12.89
C: -0.53 15.19 -13.44
Br: 0.70 15.23 -14.94
H: -0.70 13.09 -13.73
H: 0.06 13.49 -12.27
H: -0.09 15.96 -12.81
H: -1.48 15.56 -13.83
Br: 4.52 6.21 -18.38
C: 3.97 7.28 -16.84
C: 4.96 8.44 -16.75
Br: 4.27 9.56 -15.35
H: 3.75 6.68 -15.96
H: 3.01 7.71 -17.12
H: 4.90 8.96 -17.70
H: 5.98 8.18 -16.47
Br: -1.94 9.70 -7.85
C: -2.62 10.18 -9.60
C: -3.30 9.06 -10.38
Br: -2.02 7.98 -11.35
H: -1.78 10.58 -10.17
H: -3.28 11.04 -9.48
H: -4.07 9.43 -11.05
H: -3.76 8.42 -9.63

Values from the calculation:
* highest occupied orbital energy (alpha / beta): -8.97 / -8.96 eV
* <S²>: 20.019
* 2S+1: 9
* molecular weight: 1435.47 g/mol
* relative energy (zero: lowest compared OMol25 entry of this formula, charge and spin): 3.1834 eV
* orbital gap (alpha / beta): 8.774 / 8.324 eV

***

Entry 2:
A 2-piece molecular cluster, C3H6IN2 overall. Source: the Open Molecules 2025 dataset; level of theory: wB97M-V/def2-TZVPD.

Positions of all 12 atoms, in Å:
C: 2.08 0.04 -0.60
C: 0.42 0.92 0.47
C: 0.13 -0.41 0.18
N: 1.67 1.13 0.04
N: 1.20 -0.92 -0.47
I: -4.28 -0.04 -0.06
H: 3.01 0.00 -1.02
H: 0.05 1.71 1.12
H: -5.33 1.04 0.30
H: -0.65 -1.16 0.52
H: 2.22 2.06 -0.19
H: 1.27 -1.96 -0.73

Values from the calculation:
* highest occupied orbital energy: -12.59 eV
* total charge: +1
* molecular weight: 197.00 g/mol
* relative energy (zero: lowest compared OMol25 entry of this formula, charge and spin): 0.2996 eV
* orbital gap: 9.209 eV

***

Entry 3:
One molecule with the formula C4H6N4O. Source: the Open Molecules 2025 dataset; level of theory: wB97M-V/def2-TZVPD.

Positions of all 15 atoms, in Å:
C: -1.01 0.01 2.22
C: -0.35 -1.12 1.53
C: 0.11 -0.69 0.35
C: 0.99 -0.77 -1.82
H: -0.09 1.09 -1.81
H: -1.51 1.86 0.82
H: -1.51 -0.01 3.18
H: -0.24 -2.20 1.96
H: 0.40 -1.25 -2.54
H: 2.03 0.64 -1.04
N: -0.17 0.67 0.14
N: -0.78 1.16 1.35
N: 0.93 -1.48 -0.45
N: 1.35 0.49 -1.83
O: -0.86 1.17 -1.09

Values from the calculation:
* highest occupied orbital energy: -8.09 eV
* SMILES: [H]/N=C\N=c1\cc[nH]n1O
* molecular weight: 126.12 g/mol
* relative energy (zero: lowest compared OMol25 entry of this formula, charge and spin): 6.5600 eV
* orbital gap: 7.790 eV

***

Entry 4:
A 2-piece molecular cluster, C2H5ISi overall. Source: the Open Molecules 2025 dataset; level of theory: wB97M-V/def2-TZVPD.

Positions of all 9 atoms, in Å:
C: -1.67 0.50 0.02
C: -1.48 -0.94 0.37
Si: -0.96 -0.47 -1.43
I: 5.81 0.84 -1.11
H: -2.60 1.05 -0.16
H: -1.03 1.10 0.54
H: -0.56 -1.15 1.00
H: -2.25 -1.64 0.62
H: 4.73 0.70 0.14

Values from the calculation:
* highest occupied orbital energy: -8.57 eV
* molecular weight: 184.05 g/mol
* relative energy (zero: lowest compared OMol25 entry of this formula, charge and spin): 2.5813 eV
* orbital gap: 8.063 eV

***

Entry 5:
One molecule with the formula C21H29N3O3S. Source: the Open Molecules 2025 dataset; level of theory: wB97M-V/def2-TZVPD.

Positions of all 57 atoms, in Å:
C: -5.71 -1.41 -1.19
C: -4.57 -1.34 -0.22
C: -3.77 -0.21 -0.14
C: -2.72 -0.15 0.77
C: -2.46 -1.24 1.61
C: -3.25 -2.36 1.52
C: -4.30 -2.42 0.62
H: -4.91 -3.30 0.56
H: -3.06 -3.21 2.17
H: -1.65 -1.17 2.31
C: -1.88 1.03 0.84
N: -0.79 1.16 1.55
C: -0.35 2.43 1.31
C: -1.21 3.03 0.43
O: -2.19 2.14 0.14
C: -1.26 4.37 -0.21
H: -0.83 4.30 -1.21
H: -0.69 5.09 0.37
H: -2.29 4.70 -0.30
C: 0.87 2.96 1.95
H: 0.87 4.05 1.95
H: 0.95 2.59 2.97
S: 2.42 2.41 1.15
C: 2.18 3.07 -0.52
C: 1.29 2.22 -1.42
O: 0.52 2.73 -2.20
N: 1.51 0.90 -1.31
C: 0.88 -0.10 -2.12
C: 0.09 -1.13 -1.30
H: -0.92 -0.76 -1.11
C: 0.72 -1.42 0.07
N: 2.17 -1.48 0.03
C: 2.76 -1.38 1.35
C: 4.28 -1.31 1.21
O: 4.79 -2.44 0.54
C: 4.19 -2.58 -0.73
C: 2.67 -2.68 -0.62
H: 2.24 -2.76 -1.62
H: 2.40 -3.59 -0.05
H: 4.61 -3.49 -1.17
H: 4.45 -1.72 -1.36
H: 4.76 -1.29 2.18
H: 4.55 -0.40 0.65
H: 2.40 -0.47 1.83
H: 2.50 -2.25 1.98
H: 0.28 -2.35 0.47
H: 0.45 -0.61 0.75
H: 0.00 -2.04 -1.89
H: 0.23 0.41 -2.83
H: 1.67 -0.62 -2.68
H: 2.14 0.54 -0.60
H: 3.18 3.11 -0.96
H: 1.78 4.08 -0.45
H: -3.96 0.63 -0.78
H: -5.75 -2.38 -1.68
H: -6.65 -1.26 -0.66
H: -5.63 -0.63 -1.95

Values from the calculation:
* highest occupied orbital energy: -8.14 eV
* SMILES: Cc1cccc(-c2nc(CSCC(=O)NCCCN3CCOCC3)c(C)o2)c1
* molecular weight: 403.55 g/mol
* relative energy (zero: lowest compared OMol25 entry of this formula, charge and spin): 1.5010 eV
* orbital gap: 8.691 eV

***

Entry 6:
One molecule with the formula C21H31N3O5S. Source: the Open Molecules 2025 dataset; level of theory: wB97M-V/def2-TZVPD.

Positions of all 61 atoms, in Å:
C: 5.14 3.02 -0.17
H: 5.24 2.16 -0.84
H: 5.12 3.93 -0.77
H: 5.95 3.05 0.55
O: 3.95 2.91 0.60
C: 2.80 2.82 -0.13
O: 2.76 2.83 -1.33
N: 1.75 2.72 0.74
C: 0.39 2.58 0.46
C: -0.11 2.60 -0.84
C: -1.47 2.47 -1.05
C: -2.32 2.30 0.02
C: -1.84 2.30 1.32
C: -0.48 2.44 1.54
H: -0.09 2.44 2.55
H: -2.53 2.20 2.13
S: -4.07 2.03 -0.26
O: -4.42 2.60 -1.52
O: -4.79 2.46 0.91
N: -4.29 0.39 -0.39
C: -4.33 -0.38 0.83
C: -2.99 -1.01 1.17
H: -2.26 -0.21 1.32
H: -3.08 -1.57 2.10
C: -2.50 -1.93 0.03
C: -1.01 -1.63 -0.20
O: -0.67 -0.70 -0.92
N: -0.11 -2.40 0.45
C: -0.49 -3.45 1.37
H: -1.27 -3.11 2.06
H: -0.85 -4.34 0.84
H: 0.37 -3.73 1.96
C: 1.32 -2.16 0.25
C: 1.73 -2.27 -1.22
C: 3.25 -2.10 -1.34
C: 3.69 -0.76 -0.76
C: 3.26 -0.65 0.70
C: 1.75 -0.81 0.82
H: 1.44 -0.74 1.87
H: 1.25 -0.02 0.26
H: 3.76 -1.43 1.28
H: 3.57 0.31 1.11
H: 4.77 -0.66 -0.84
H: 3.23 0.05 -1.33
H: 3.75 -2.91 -0.81
H: 3.54 -2.16 -2.39
H: 1.43 -3.23 -1.62
H: 1.23 -1.48 -1.79
H: 1.85 -2.95 0.80
C: -3.30 -1.69 -1.26
C: -3.57 -0.21 -1.51
H: -4.17 -0.07 -2.41
H: -2.61 0.30 -1.65
H: -2.74 -2.08 -2.11
H: -4.24 -2.23 -1.21
H: -2.63 -2.98 0.30
H: -5.10 -1.15 0.73
H: -4.65 0.32 1.61
H: -1.88 2.51 -2.05
H: 0.57 2.72 -1.67
H: 2.01 2.72 1.72

Values from the calculation:
* highest occupied orbital energy: -8.67 eV
* SMILES: COC(=O)Nc1ccc(S(=O)(=O)N2CCC(C(=O)N(C)C3CCCCC3)CC2)cc1
* molecular weight: 437.56 g/mol
* relative energy (zero: lowest compared OMol25 entry of this formula, charge and spin): 0.7011 eV
* orbital gap: 9.145 eV